{"formula": "C5H6O", "method": "ωB97M-V/def2-TZVPD", "e_lumo_ev": [-0.736, -0.738], "charge": 0, "orbital_gap_ev": [6.79, 6.78], "e_above_lowest_kj_mol": 637.3, "elements": ["C", "C", "C", "O", "C", "C", "H", "H", "H", "H", "H", "H"], "coordinates": [[1.6406, -0.2248, -0.2829], [0.2737, -0.5503, -0.2982], [-0.6323, 0.7226, -0.3449], [-0.0727, 1.7800, -0.7822], [-1.9106, 0.6169, 0.2213], [-1.9302, -0.3798, 1.0226], [2.3535, -0.8494, -0.8090], [2.0479, 0.3642, 0.5400], [0.8766, 1.4188, -0.9677], [-0.4468, -1.0139, 0.6694], [-0.0100, -1.2332, -1.1096], [-2.3988, -0.8710, 1.8599]]}

{"formula": "C30H32N4PtSSb2", "method": "ωB97M-V/def2-TZVPD", "multiplicity": 3, "s_squared": 2.01, "e_lumo_ev": [-5.213, -8.050], "charge": 2, "orbital_gap_ev": [7.83, 5.97], "elements": ["Pt", "C", "C", "C", "Sb", "C", "C", "C", "C", "C", "C", "C", "C", "C", "C", "C", "C", "Sb", "C", "C", "C", "C", "C", "C", "C", "C", "C", "C", "C", "C", "H", "H", "H", "H", "H", "H", "H", "H", "H", "H", "H", "H", "H", "H", "H", "H", "H", "H", "H", "H", "H", "H", "H", "H", "H", "H", "C", "C", "N", "N", "C", "S", "N", "N", "H", "H", "H", "H", "H", "H"], "coordinates": [[-1.0835, -0.9115, -0.6438], [2.0833, 1.2644, -0.8950], [2.4885, 0.9107, 0.5409], [1.4186, 0.2318, 1.4054], [-0.4965, 1.1669, 1.1316], [-1.6417, 0.7374, 2.8380], [-1.9382, -0.5726, 3.2169], [-2.7428, -0.8181, 4.3218], [-3.2725, 0.2438, 5.0450], [-2.9837, 1.5484, 4.6722], [-2.1712, 1.7977, 3.5724], [0.2685, 3.0815, 1.5804], [0.1681, 4.1594, 0.7092], [0.7588, 5.3699, 1.0497], [1.4303, 5.4965, 2.2562], [1.5201, 4.4175, 3.1267], [0.9389, 3.2008, 2.7958], [1.0105, -0.1822, -2.0148], [1.0501, 0.6447, -3.9301], [0.9413, 2.0241, -4.0963], [1.1024, 2.5738, -5.3595], [1.3649, 1.7497, -6.4456], [1.4625, 0.3758, -6.2775], [1.3056, -0.1853, -5.0177], [2.3180, -1.8048, -2.1516], [1.8401, -3.1044, -2.2998], [2.7327, -4.1599, -2.4319], [4.0987, -3.9201, -2.4062], [4.5799, -2.6246, -2.2680], [3.6925, -1.5652, -2.1478], [2.9494, 1.5297, -1.5021], [1.4366, 2.1485, -0.8992], [2.7945, 1.8427, 1.0199], [3.3693, 0.2656, 0.5298], [1.6836, 0.2896, 2.4614], [1.3159, -0.8212, 1.1540], [-1.4922, -1.4069, 2.6895], [-2.9396, -1.8363, 4.6361], [-3.9016, 0.0547, 5.9045], [-3.3883, 2.3758, 5.2396], [-1.9556, 2.8240, 3.2998], [-0.3653, 4.0713, -0.2300], [0.6879, 6.2127, 0.3751], [1.8811, 6.4426, 2.5242], [2.0448, 4.5225, 4.0670], [1.0204, 2.3712, 3.4885], [0.7311, 2.6768, -3.2567], [1.0245, 3.6441, -5.4956], [1.4953, 2.1819, -7.4286], [1.6669, -0.2618, -7.1272], [1.3967, -1.2580, -4.8947], [0.7752, -3.3058, -2.3244], [2.3610, -5.1672, -2.5653], [4.7922, -4.7453, -2.4971], [5.6455, -2.4387, -2.2637], [4.0863, -0.5586, -2.0634], [-5.5663, -3.0711, 1.4541], [-4.1485, -3.4968, 1.3993], [-3.6493, -4.5914, 1.8692], [-2.3120, -4.5213, 1.5747], [-1.9589, -3.4128, 0.9440], [-0.3973, -2.8772, 0.4660], [-3.1369, -2.7500, 0.8087], [-3.2383, -1.5058, 0.1818], [-6.1284, -3.8157, 2.0119], [-5.9927, -2.9927, 0.4527], [-5.6650, -2.1070, 1.9562], [-1.7019, -5.2691, 1.8709], [-3.5469, -0.8132, 0.8662], [-3.9175, -1.5757, -0.5737]]}

{"formula": "C27H46O", "method": "ωB97M-V/def2-TZVPD", "e_lumo_ev": 0.710, "charge": 0, "orbital_gap_ev": 9.50, "smiles": "CC(C)CCC[C@H](C)[C@@H]1CC[C@@H]2[C@@H]3CC=C4C[C@H](O)CC[C@]4(C)[C@H]3CC[C@@]21C", "e_above_lowest_kj_mol": 79.3, "elements": ["C", "C", "C", "C", "C", "C", "C", "C", "C", "C", "C", "C", "C", "C", "C", "C", "C", "C", "O", "C", "C", "C", "C", "C", "C", "C", "C", "C", "H", "H", "H", "H", "H", "H", "H", "H", "H", "H", "H", "H", "H", "H", "H", "H", "H", "H", "H", "H", "H", "H", "H", "H", "H", "H", "H", "H", "H", "H", "H", "H", "H", "H", "H", "H", "H", "H", "H", "H", "H", "H", "H", "H", "H", "H"], "coordinates": [[6.0011, 3.8234, -0.3882], [4.8327, 3.0058, 0.1603], [3.5114, 3.6599, -0.2376], [4.9266, 1.5612, -0.3430], [3.9252, 0.6129, 0.3126], [4.1475, -0.8314, -0.1358], [3.1131, -1.8179, 0.4330], [3.7911, -3.1737, 0.6562], [1.8407, -2.0210, -0.4249], [1.6569, -1.1461, -1.6744], [0.1474, -1.1699, -1.9737], [-0.5075, -1.9842, -0.8432], [-1.9517, -1.5910, -0.4944], [-2.8160, -1.5913, -1.7549], [-4.1592, -0.9886, -1.5145], [-4.4794, -0.2262, -0.4789], [-5.8887, 0.2916, -0.3388], [-5.9562, 1.7309, 0.2047], [-6.9734, 2.4819, -0.4208], [-4.5795, 2.3750, 0.0558], [-3.5784, 1.6378, 0.9378], [-3.5056, 0.1165, 0.6302], [-3.9591, -0.6683, 1.8733], [-2.0511, -0.2378, 0.2139], [-1.0943, -0.2179, 1.4080], [0.3431, -0.4996, 0.9845], [0.4921, -1.8747, 0.3236], [0.3062, -2.9953, 1.3440], [6.9514, 3.3891, -0.0858], [5.9666, 3.8490, -1.4755], [5.9599, 4.8461, -0.0201], [4.9005, 2.9958, 1.2544], [3.3844, 3.6285, -1.3181], [2.6677, 3.1556, 0.2259], [3.4957, 4.7008, 0.0782], [4.7786, 1.5504, -1.4259], [5.9358, 1.1894, -0.1473], [2.9103, 0.9257, 0.0718], [4.0340, 0.6689, 1.3988], [5.1384, -1.1360, 0.2101], [4.1632, -0.8855, -1.2243], [2.8149, -1.4385, 1.4145], [3.0905, -3.8958, 1.0679], [4.1753, -3.5632, -0.2847], [4.6231, -3.0767, 1.3510], [1.8652, -3.0557, -0.7858], [2.2318, -1.5404, -2.5124], [1.9884, -0.1255, -1.5023], [-0.2470, -0.1546, -1.9969], [-0.0517, -1.6239, -2.9443], [-0.5337, -3.0339, -1.1601], [-2.3447, -2.3562, 0.1835], [-2.3243, -1.0214, -2.5485], [-2.9338, -2.6135, -2.1251], [-4.9027, -1.1996, -2.2736], [-6.4668, -0.3775, 0.3033], [-6.3687, 0.2698, -1.3210], [-6.2377, 1.7330, 1.2630], [-6.7551, 2.5711, -1.3559], [-4.6321, 3.4256, 0.3483], [-4.2694, 2.3242, -0.9922], [-3.8633, 1.7878, 1.9807], [-2.5971, 2.0938, 0.8015], [-3.3776, -0.3927, 2.7487], [-3.8656, -1.7392, 1.7084], [-5.0021, -0.4501, 2.0860], [-1.7331, 0.5317, -0.4989], [-1.3975, -0.9696, 2.1345], [-1.1346, 0.7553, 1.9021], [0.6611, 0.2754, 0.2880], [0.9853, -0.4376, 1.8653], [-0.6932, -2.9802, 1.7694], [0.4529, -3.9650, 0.8720], [1.0218, -2.8965, 2.1570]]}

| no. | maximum force (hartree/bohr) |
| --- | --- |
| 1 | 0.0105 |
| 2 | 0.0192 |
| 3 | 0.0101 |